1.
Density functional theory data (ωB97M-V/def2-TZVPD) for a cluster of 2 separate species, C2H4N2O in total.

```
! RIJCOSX wB97M-V def2-TZVPD def2/J DEFGRID3
* xyz 0 1
C -0.1411 -1.4118 -0.4628
C -0.3010 -0.0977 -0.8749
N 0.1173 -2.4569 -0.0106
N 0.8712 0.8310 1.1074
O -1.5637 0.5119 -0.7839
H 0.4808 0.3520 -1.4044
H 1.5952 0.1439 1.3347
H 0.1436 0.7216 1.7963
H -1.2023 1.4061 -0.7019
*
```

Values from the calculation:
HOMO-LUMO gap (spin up / spin down): 7.98 / 10.07 eV
energy relative to the best compared isomer or geometry (same formula, charge and spin): 94.9 kcal/mol
highest occupied orbital energy (spin up / spin down): -8.82 / -10.89 eV


2.
Density functional theory data (ωB97M-V/def2-TZVPD) for a cluster of 2 separate species, C2H4N2O in total.

```
! RIJCOSX wB97M-V def2-TZVPD def2/J DEFGRID3
* xyz 0 1
C 2.0918 -1.2348 0.3312
N 2.8789 -2.1954 0.2533
N 1.6637 -1.9945 -0.7668
H 1.8814 -0.2348 0.6937
H 0.7434 -2.4945 -0.7063
C -1.2825 0.8584 0.2499
O -0.1998 1.1363 0.6201
H -2.2336 1.2933 0.5536
H -1.3941 -0.0626 -0.3729
*
```

Values from the calculation:
HOMO-LUMO gap: 9.65 eV
SMILES string: C1=NN1.C=O
energy relative to the best compared isomer or geometry (same formula, charge and spin): 107.2 kcal/mol
highest occupied orbital energy: -9.13 eV


no.,largest force on an atom (hartree/bohr)
1,0.0561
2,0.0561